a:
The following is a quantum chemistry calculation of a cluster of 2 separate species, C5H16N2O in total, from the Open Molecules 2025 dataset.

* LUMO level: 0.8371 eV
* SMILES: CCN(C)CCN.O
* HOMO: -7.85 eV
* orbital gap: 8.69 eV

The geometry in XYZ format:
```
24
C5H16N2O | the Open Molecules 2025 dataset | the ωB97M-V functional and the def2-TZVPD basis
C 2.536 0.388 -0.322
C 1.670 -0.888 -0.532
N 0.888 -1.067 0.705
C 1.595 -0.656 1.897
C -0.597 -0.878 0.720
C -1.131 0.471 0.106
N -2.479 0.683 0.286
H 2.000 1.176 0.139
H 2.971 0.561 -1.326
H 3.497 0.085 0.223
H 0.823 -0.925 -1.209
H 2.334 -1.831 -0.694
H 2.618 -1.050 1.931
H 1.819 0.468 1.973
H 0.931 -0.922 2.728
H -0.904 -0.831 1.788
H -0.955 -1.847 0.264
H -0.976 0.313 -1.054
H -0.562 1.236 0.660
H -2.773 1.365 0.836
H -3.139 -0.092 0.469
O -2.157 1.470 -2.592
H -1.192 1.374 -2.423
H -2.540 1.222 -1.724
```

Löwdin atomic charge list, values in e, 4 entries: -0.109 -0.229 -0.271 -0.143

***

b:
The following is a quantum chemistry calculation of a cluster of 2 separate species, C5H16N2O in total, from the Open Molecules 2025 dataset.

* LUMO level: 0.6626 eV
* SMILES: CCNC[C@H](C)N.O
* HOMO: -8.35 eV
* orbital gap: 9.01 eV

The geometry in XYZ format:
```
24
C5H16N2O | the Open Molecules 2025 dataset | the ωB97M-V functional and the def2-TZVPD basis
C -1.944 -0.365 -2.310
C -0.613 0.335 -2.034
N 0.277 -0.460 -1.169
C 0.887 0.321 -0.095
C 0.042 0.788 1.087
C 0.797 1.922 1.805
N -0.373 -0.223 2.032
H -2.589 -0.238 -1.440
H -2.474 0.037 -3.170
H -1.759 -1.410 -2.465
H -0.098 0.431 -2.994
H -0.801 1.358 -1.698
H -0.308 -1.190 -0.774
H 1.338 1.186 -0.524
H 1.695 -0.306 0.277
H -0.865 1.275 0.696
H 1.118 2.647 1.056
H 1.709 1.510 2.232
H 0.163 2.391 2.546
H -0.066 -1.151 1.778
H -0.134 -0.087 3.001
O 1.108 -2.615 0.821
H 1.546 -2.768 -0.003
H 1.344 -3.386 1.341
```

Löwdin atomic charge list, values in e, 4 entries: -0.096 -0.296 -0.065 -0.225

***

It is b that is the most stable of them.

***

a:
The following is a quantum chemistry calculation of an isolated molecule of CH2N2O3S, from the Open Molecules 2025 dataset.

* LUMO level (spin up / spin down): 0.3751 / -4.0375 eV
* HOMO (spin up / spin down): -7.65 / -11.86 eV
* orbital gap (spin up / spin down): 8.02 / 7.82 eV
* 2S+1: 3

The geometry in XYZ format:
```
9
CH2N2O3S | the Open Molecules 2025 dataset | the ωB97M-V functional and the def2-TZVPD basis
C 0.200 -0.119 -0.184
N 0.297 -1.585 -0.111
N 1.093 -2.383 -0.207
O 2.856 0.118 1.416
O 3.926 0.666 -0.737
O 1.301 0.414 -0.688
S 2.983 -0.131 -0.005
H -0.680 0.058 -0.820
H -0.040 0.166 0.859
```

Löwdin atomic charge list, values in e, 4 entries: -0.343 -0.105 0.108 -0.315

***

b:
The following is a quantum chemistry calculation of a structure of composition CH2N2O3S, from the Open Molecules 2025 dataset.

* LUMO level (spin up / spin down): 0.5338 / -3.6705 eV
* HOMO (spin up / spin down): -6.16 / -11.51 eV
* orbital gap (spin up / spin down): 6.69 / 7.84 eV
* 2S+1: 3

The geometry in XYZ format:
```
9
CH2N2O3S | the Open Molecules 2025 dataset | the ωB97M-V functional and the def2-TZVPD basis
C 1.004 -0.666 0.028
N -0.149 -1.211 -0.158
N 1.071 0.667 0.005
O -1.784 -0.078 1.142
O -2.144 0.029 -1.295
O -0.115 1.245 -0.297
S -1.277 0.023 -0.184
H 1.896 -1.215 -0.003
H 1.498 1.207 0.761
```

Löwdin atomic charge list, values in e, 4 entries: -0.348 0.002 0.021 -0.223

***

c:
The following is a quantum chemistry calculation of an isolated molecule of CH2N2O3S, from the Open Molecules 2025 dataset.

* LUMO level (spin up / spin down): 0.5045 / -2.4661 eV
* HOMO (spin up / spin down): -7.51 / -11.80 eV
* orbital gap (spin up / spin down): 8.02 / 9.33 eV
* 2S+1: 3

The geometry in XYZ format:
```
9
CH2N2O3S | the Open Molecules 2025 dataset | the ωB97M-V functional and the def2-TZVPD basis
C -0.363 0.400 1.237
N 0.756 -0.660 -0.704
N 0.104 0.349 -0.505
O 2.122 -0.553 1.880
O 0.635 0.547 3.593
O -0.354 -0.970 1.741
S 0.870 -0.015 2.273
H -1.212 1.005 1.707
H 1.120 -0.660 -1.648
```

Löwdin atomic charge list, values in e, 4 entries: -0.236 -0.002 -0.015 -0.239

***

It is a that is the most stable of them.